This record from OMol25 describes a cluster of 17 separate species, C57H130N17O17 in total in a non-equilibrium geometry. The level of theory is wB97M-V/def2-TZVPD.

lowest unoccupied orbital energy	0.033	hartree
HOMO	-4.08	eV
frontier orbital gap	4.978	eV
charge	-1
E_tot	-121365.998	eV
energy relative to the best compared isomer or geometry (same formula, charge and spin)	0.000	eV

Atoms and positions in Å:
C 0.933 2.639 0.844
C 0.598 1.258 0.258
C 1.888 0.435 0.398
C 1.709 -1.029 0.043
C 0.595 -1.564 0.929
C -0.729 -0.788 0.831
N -0.452 0.620 1.035
O -1.643 1.360 1.033
C -1.556 -1.313 2.005
C -1.444 -1.166 -0.484
C 0.278 1.457 -1.250
H 1.309 2.557 1.865
H 0.076 3.308 0.763
H 1.764 3.071 0.278
H 2.296 0.434 1.424
H 2.758 0.861 -0.126
H 2.642 -1.530 0.328
H 1.516 -1.203 -1.018
H 0.930 -1.560 1.973
H 0.447 -2.639 0.709
H -1.656 -2.408 2.037
H -2.585 -0.936 2.005
H -1.073 -0.997 2.933
H -1.814 -2.203 -0.441
H -0.732 -1.136 -1.311
H -2.297 -0.504 -0.628
H 0.314 0.539 -1.827
H 0.982 2.162 -1.702
H -0.718 1.922 -1.249
C -3.460 0.091 -5.755
C -4.034 1.402 -5.341
O -5.239 1.612 -5.327
N -3.206 2.412 -4.945
C -1.812 2.262 -4.583
H -4.140 -0.521 -6.344
H -3.199 -0.540 -4.902
H -2.582 0.185 -6.403
H -3.715 3.255 -4.747
H -1.404 3.232 -4.304
H -1.182 1.914 -5.401
H -1.745 1.580 -3.735
C 2.432 -1.252 -3.589
C 1.006 -1.166 -4.095
O 0.509 -0.129 -4.500
N 0.290 -2.314 -3.925
C -1.097 -2.436 -4.303
H 2.620 -2.110 -2.950
H 2.659 -0.309 -3.092
H 3.111 -1.300 -4.449
H 0.726 -3.069 -3.441
H -1.216 -2.037 -5.311
H -1.743 -1.846 -3.649
H -1.421 -3.471 -4.342
C 3.284 -4.391 -0.532
C 4.663 -4.964 -0.765
O 5.607 -4.221 -0.857
N 4.761 -6.311 -0.820
C 6.044 -6.975 -0.739
H 2.542 -5.207 -0.436
H 2.879 -3.876 -1.405
H 3.157 -3.804 0.369
H 3.939 -6.873 -0.781
H 5.967 -7.869 -0.109
H 6.771 -6.403 -0.163
H 6.418 -7.220 -1.727
C -4.576 -2.600 -2.676
C -4.258 -3.528 -3.817
O -4.382 -3.268 -4.987
N -3.841 -4.738 -3.391
C -3.395 -5.759 -4.267
H -4.587 -1.549 -2.948
H -3.829 -2.720 -1.890
H -5.577 -2.834 -2.310
H -3.696 -4.850 -2.367
H -4.163 -6.527 -4.398
H -2.510 -6.227 -3.830
H -3.135 -5.403 -5.260
C 1.993 2.588 -5.468
C 3.418 2.223 -5.139
O 3.922 2.507 -4.070
N 4.056 1.457 -6.059
C 5.387 0.921 -5.855
H 1.531 1.797 -6.055
H 1.929 3.521 -6.043
H 1.424 2.769 -4.565
H 3.604 1.273 -6.932
H 6.111 1.727 -5.954
H 5.596 0.200 -6.645
H 5.441 0.386 -4.913
C -5.118 -2.059 0.756
C -5.875 -2.022 2.062
O -5.314 -1.685 3.095
N -7.174 -2.427 2.021
C -7.981 -2.593 3.217
H -5.441 -2.902 0.139
H -4.052 -2.094 0.947
H -5.308 -1.148 0.178
H -7.478 -2.929 1.210
H -7.988 -3.648 3.506
H -9.002 -2.266 3.025
H -7.609 -2.010 4.047
C 1.109 0.599 4.367
C -0.043 1.010 5.280
O 0.139 1.227 6.477
N -1.206 1.163 4.611
C -2.449 1.659 5.194
H 0.876 1.094 3.425
H 1.073 -0.492 4.304
H 2.088 0.885 4.731
H -1.198 1.054 3.598
H -2.354 2.752 5.263
H -2.656 1.294 6.197
H -3.243 1.405 4.495
C -3.409 -5.026 1.850
C -2.785 -4.973 0.477
O -3.463 -5.018 -0.567
N -1.447 -4.844 0.442
C -0.668 -4.625 -0.780
H -3.795 -6.018 2.067
H -4.134 -4.230 1.979
H -2.634 -4.849 2.607
H -0.937 -4.745 1.301
H -0.486 -5.574 -1.287
H 0.238 -4.071 -0.556
H -1.258 -3.980 -1.446
C 1.183 -5.160 2.381
C 0.977 -6.650 2.605
O -0.130 -7.120 2.884
N 2.095 -7.421 2.410
C 2.115 -8.870 2.389
H 0.500 -4.601 3.011
H 1.045 -4.941 1.327
H 2.209 -4.932 2.683
H 2.983 -6.953 2.420
H 2.778 -9.191 1.583
H 1.145 -9.282 2.128
H 2.419 -9.261 3.358
C 1.836 5.292 -2.973
C 2.482 6.649 -3.181
O 3.262 7.202 -2.399
N 2.094 7.287 -4.315
C 2.651 8.561 -4.715
H 1.160 5.380 -2.116
H 2.540 4.501 -2.731
H 1.217 5.050 -3.837
H 1.565 6.752 -4.972
H 3.744 8.510 -4.675
H 2.375 9.357 -4.020
H 2.307 8.810 -5.711
C -5.175 1.731 1.752
C -5.437 1.919 0.277
O -6.485 2.403 -0.139
N -4.514 1.379 -0.548
C -4.684 1.147 -1.951
H -5.991 1.104 2.108
H -5.074 2.648 2.331
H -4.219 1.225 1.948
H -3.616 1.077 -0.172
H -4.087 0.282 -2.241
H -4.242 1.985 -2.493
H -5.731 0.994 -2.175
C 5.471 -0.466 0.158
C 6.859 -0.784 0.694
O 7.690 0.065 0.985
N 7.066 -2.130 0.814
C 8.274 -2.662 1.343
H 4.680 -0.600 0.899
H 5.193 -1.127 -0.674
H 5.412 0.546 -0.228
H 6.433 -2.778 0.382
H 8.068 -3.628 1.798
H 8.671 -1.994 2.102
H 9.041 -2.756 0.571
C 1.274 4.418 4.451
C 2.468 5.265 4.884
O 3.596 4.799 4.799
N 2.248 6.577 5.204
C 3.296 7.552 5.455
H 1.135 3.668 5.230
H 1.523 4.027 3.475
H 0.365 5.024 4.371
H 1.300 6.888 5.302
H 4.255 7.090 5.238
H 3.317 7.869 6.502
H 3.163 8.425 4.814
C -2.976 4.751 2.973
C -3.170 5.046 1.504
O -3.881 5.965 1.137
N -2.485 4.263 0.653
C -2.659 4.410 -0.778
H -2.618 3.736 3.150
H -3.935 4.871 3.476
H -2.286 5.476 3.406
H -2.045 3.360 0.879
H -1.932 5.110 -1.208
H -3.648 4.821 -0.984
H -2.534 3.436 -1.244
C -2.936 -2.563 5.786
C -4.143 -2.405 6.687
O -4.032 -2.553 7.907
N -5.303 -2.071 6.074
C -6.535 -1.915 6.743
H -2.154 -1.909 6.172
H -3.152 -2.231 4.764
H -2.534 -3.571 5.803
H -5.299 -1.960 5.067
H -7.197 -2.771 6.560
H -7.088 -1.087 6.277
H -6.446 -1.690 7.795
C 7.202 7.530 -1.791
C 6.894 6.345 -0.890
O 7.770 5.826 -0.223
N 5.638 5.867 -0.961
C 5.192 4.678 -0.260
H 6.327 7.870 -2.343
H 7.987 7.261 -2.498
H 7.661 8.288 -1.155
H 4.987 6.360 -1.543
H 4.149 4.505 -0.512
H 5.339 4.711 0.814
H 5.741 3.826 -0.678

Atom charges from the Mulliken analysis, given in e for atoms 1 to 99: number 1, C, carries -1.572; number 2, C, carries 2.199; number 3, C, carries -1.767; number 4, C, carries 1.249; number 5, C, carries -0.731; number 6, C, carries 3.771; number 7, N, carries 0.750; number 8, O, carries 1.271; number 9, C, carries -0.927; number 10, C, carries 0.510; number 11, C, carries -0.841; number 12, H, carries -0.127; number 13, H, carries 0.175; number 14, H, carries 0.082; number 15, H, carries 0.450; number 16, H, carries 0.376; number 17, H, carries -0.221; number 18, H, carries -1.047; number 19, H, carries 0.353; number 20, H, carries -0.645; number 21, H, carries -0.599; number 22, H, carries -0.502; number 23, H, carries 0.344; number 24, H, carries -0.663; number 25, H, carries -0.647; number 26, H, carries -0.764; number 27, H, carries -0.158; number 28, H, carries 0.426; number 29, H, carries -0.775; number 30, C, carries -0.569; number 31, C, carries 0.505; number 32, O, carries -0.684; number 33, N, carries 0.000; number 34, C, carries -0.887; number 35, H, carries 0.426; number 36, H, carries -0.270; number 37, H, carries 0.445; number 38, H, carries 0.270; number 39, H, carries 0.269; number 40, H, carries 0.328; number 41, H, carries 0.179; number 42, C, carries -0.289; number 43, C, carries 0.344; number 44, O, carries -0.514; number 45, N, carries -0.032; number 46, C, carries -0.738; number 47, H, carries -0.298; number 48, H, carries 0.103; number 49, H, carries 0.504; number 50, H, carries 0.306; number 51, H, carries 0.402; number 52, H, carries -0.305; number 53, H, carries 0.549; number 54, C, carries 0.207; number 55, C, carries 0.137; number 56, O, carries -0.702; number 57, N, carries -0.168; number 58, C, carries -0.948; number 59, H, carries 0.218; number 60, H, carries -0.174; number 61, H, carries 0.132; number 62, H, carries 0.274; number 63, H, carries 0.333; number 64, H, carries 0.306; number 65, H, carries 0.289; number 66, C, carries 0.478; number 67, C, carries 0.272; number 68, O, carries -0.690; number 69, N, carries 0.106; number 70, C, carries -1.146; number 71, H, carries -0.182; number 72, H, carries -0.510; number 73, H, carries 0.649; number 74, H, carries 0.308; number 75, H, carries 0.320; number 76, H, carries 0.318; number 77, H, carries 0.404; number 78, C, carries -0.367; number 79, C, carries 0.452; number 80, O, carries -0.580; number 81, N, carries -0.141; number 82, C, carries -0.917; number 83, H, carries 0.389; number 84, H, carries 0.474; number 85, H, carries -0.407; number 86, H, carries 0.239; number 87, H, carries 0.313; number 88, H, carries 0.352; number 89, H, carries 0.258; number 90, C, carries -0.532; number 91, C, carries 0.118; number 92, O, carries -0.609; number 93, N, carries -0.176; number 94, C, carries -0.866; number 95, H, carries 0.534; number 96, H, carries -0.759; number 97, H, carries 0.714; number 98, H, carries 0.257; number 99, H, carries 0.336